Formula: C3H11NO2
Source: the OMol25 dataset
Level of theory: the ωB97M-V functional and the def2-TZVPD basis

The geometry in XYZ format:
```
17
Properties=species:S:1:pos:R:3:forces:R:3:nbo_charge:R:1
O -0.91497 1.34720 -3.17882 0.176 0.010 0.323 -0.9327
O -1.15338 -1.44517 2.89589 -0.254 0.557 -0.272 -0.9427
N 1.41447 -1.28210 -0.91098 0.096 0.522 1.040 -0.8207
C 0.05002 0.30807 0.48166 0.809 -1.741 1.121 -0.2076
C -0.47829 1.29866 1.20391 0.774 -0.019 0.433 -0.4075
C 1.22039 0.11941 -0.45911 -0.097 1.014 -1.000 -0.2800
H -0.24800 -0.70997 0.76337 -1.391 0.337 -0.926 0.2221
H 2.17979 0.57346 -0.22115 0.070 0.239 0.708 0.1874
H -0.22452 -1.59646 3.06474 0.148 -0.234 0.172 0.4726
H 0.92973 0.69239 -1.34251 0.073 -0.096 -0.214 0.1927
H 0.08886 2.12796 1.62250 -0.157 0.656 -1.163 0.1935
H -1.12890 0.41200 -3.13958 -0.113 -0.171 -0.141 0.4682
H 1.85188 -1.25588 -1.81836 0.021 -0.021 -0.281 0.3584
H -1.45020 1.18117 1.66333 0.169 -0.497 0.311 0.2093
H -0.62310 1.52751 -2.27497 -0.168 0.179 -0.161 0.4667
H -1.64961 -2.19187 3.22206 0.054 -0.380 0.191 0.4740
H 2.13207 -1.65674 -0.29379 -0.211 -0.357 -0.142 0.3464
```
Positions in Å, forces in eV/Å.

As for the SMILES: C=CCN.O.O. The LUMO energy comes out at 0.714 eV. As for the relative energy (zero: lowest compared OMol25 entry of this formula, charge and spin): 1.929 eV. The value obtained for the HOMO-LUMO gap is 9.81 eV.


Formula: C3H7I2OP
Source: the OMol25 dataset
Level of theory: the ωB97M-V functional and the def2-TZVPD basis

The geometry in XYZ format:
```
14
Properties=species:S:1:pos:R:3:forces:R:3:nbo_charge:R:1
I -1.58597 2.26595 -0.84411 -0.841 0.580 -0.715 -0.0218
I -2.93492 -0.87782 1.74357 0.459 0.152 -0.078 -0.2868
P -2.05523 -1.03551 -0.63036 0.225 0.102 1.353 1.2258
O -3.24041 -1.54514 -1.27932 -0.715 -0.386 -1.260 -1.0056
C 1.09011 -0.60215 0.34005 1.084 -0.683 -3.533 -0.1665
C 1.39640 0.06257 -1.03905 0.105 -0.890 0.690 -0.6780
C 0.97059 0.15615 1.39343 -1.035 -3.661 1.710 -0.4230
H 0.73503 -0.45582 2.26431 0.121 0.813 0.473 0.2132
H 1.45909 -0.61857 -1.91191 0.054 0.183 0.711 0.2179
H 1.07714 -1.72828 0.32575 -0.007 1.332 0.524 0.2089
H -0.69896 1.85600 0.37906 0.411 -0.229 0.705 0.0960
H 2.35062 0.59481 -0.91389 -0.341 -0.047 -0.374 0.2259
H 0.84251 1.17014 1.41715 0.288 2.459 0.041 0.1859
H 0.59399 0.75766 -1.24467 0.194 0.275 -0.247 0.2082
```
Positions in Å, forces in eV/Å.

As for the SMILES: C=CC.O=PI.I. The LUMO energy comes out at -1.058 eV. As for the relative energy (zero: lowest compared OMol25 entry of this formula, charge and spin): 2.141 eV. The value obtained for the HOMO-LUMO gap is 8.36 eV.


Formula: C15H16IMnO2Se2
Source: the OMol25 dataset
Level of theory: the ωB97M-V functional and the def2-TZVPD basis

The geometry in XYZ format:
```
37
Properties=species:S:1:pos:R:3:forces:R:3:lowdin_spin:R:1
I 0.09174 -0.13135 3.22228 -0.882 1.512 0.797 0.1350
Se 2.11014 0.37793 -0.82576 0.272 -0.031 -0.237 0.0697
Se -1.37752 -1.62611 -0.81570 -0.118 -0.249 -0.237 0.0699
Mn 0.12472 -0.19778 0.54534 0.189 -0.320 -0.753 4.4192
O 1.22276 -2.10443 0.96681 -0.020 0.029 -0.055 0.0438
O 2.03932 -3.55145 -3.60161 0.001 0.001 0.291 0.0006
C -1.86088 3.24444 -1.04214 0.188 -0.324 -0.169 -0.0027
C -2.04648 3.54540 1.34516 -0.193 0.330 0.328 -0.0046
C -2.26419 3.89435 3.74250 0.090 -0.154 0.010 0.0025
C -0.89971 1.58084 0.43080 0.089 -0.157 0.737 -0.0547
C 2.16648 -3.76308 -2.19041 -0.045 0.073 -0.346 0.0008
C -1.13544 1.96827 2.90972 0.436 -0.736 -0.402 0.1702
C 1.50797 -2.61458 -1.40523 -0.086 0.142 -0.018 0.0034
C -1.15639 2.02944 -0.83111 -0.439 0.761 -0.022 0.0178
C 2.26231 -1.32898 -1.81352 0.093 -0.146 0.022 0.0178
C 1.76054 -3.04028 0.03924 -0.080 0.142 0.175 0.0071
C -1.55621 2.67966 3.97561 0.038 -0.073 0.414 0.0187
C -2.29496 3.98403 0.01669 0.015 -0.031 0.231 0.0224
C 0.01439 -2.62529 -1.80295 0.089 -0.157 0.022 0.0178
C -1.33767 2.32654 1.55870 0.008 -0.015 -0.314 0.0231
C -2.49730 4.30725 2.46595 0.077 -0.130 -0.231 -0.0031
H -1.36017 2.33399 4.98641 -0.042 0.076 -0.100 0.0029
H 2.46231 -4.29015 -4.04351 0.020 -0.036 -0.048 0.0000
H 3.22618 -3.81772 -1.91855 0.070 -0.018 0.003 0.0002
H 1.29749 -4.01855 0.20635 -0.020 -0.043 0.023 0.0010
H -2.83492 4.91345 -0.13695 0.022 -0.037 0.053 0.0013
H 2.84055 -3.12582 0.19952 0.045 -0.002 0.022 0.0010
H 1.36177 -2.33674 1.89057 0.147 -0.253 -0.026 0.0127
H 3.32950 -1.56162 -1.81343 0.036 -0.039 0.001 0.0013
H -3.03532 5.23085 2.27896 0.010 -0.017 0.002 -0.0005
H -0.03168 -2.29771 -2.83784 -0.036 0.038 -0.047 0.0014
H -0.81852 1.45131 -1.67813 0.020 -0.032 -0.103 0.0008
H -0.32026 -3.66499 -1.79097 0.017 -0.051 0.003 0.0014
H -2.05002 3.57644 -2.05761 -0.020 0.036 0.027 -0.0010
H 1.68333 -4.70607 -1.91264 -0.019 -0.071 0.002 0.0002
H -2.61401 4.48428 4.58300 0.042 -0.071 -0.011 0.0010
H 1.99019 -1.12581 -2.84555 -0.015 0.051 -0.047 0.0014
```
Positions in Å, forces in eV/Å.

The LUMO energy (spin up / spin down) comes out at 2.111 / 2.267 eV. The expectation value of S² is 8.85. The value obtained for the HOMO-LUMO gap (spin up / spin down) is 5.24 / 5.99 eV. Its total charge is -1. As for the spin multiplicity: 6.


Formula: C27H41N4W
Source: the OMol25 dataset
Level of theory: the ωB97M-V functional and the def2-TZVPD basis

The geometry in XYZ format:
```
73
Properties=species:S:1:pos:R:3:forces:R:3:lowdin_spin:R:1
W -0.53822 -1.37352 -1.45031 -2.035 4.967 0.786 1.5476
N 2.48383 1.88515 3.18851 -0.274 0.264 0.118 0.0001
N 0.30212 1.46058 2.10906 0.493 0.056 0.558 0.0004
N 0.57912 1.15781 4.54992 0.027 0.108 -0.424 0.0000
N 0.60803 3.41411 3.59208 0.222 -0.356 -0.021 0.0000
C -0.09100 0.66590 3.32322 0.458 0.446 0.330 0.0000
C -0.53104 -3.46156 -0.88320 0.797 -1.515 -0.142 0.0335
C 2.04621 1.08386 4.35294 -0.368 0.347 -0.260 0.0000
C -0.79303 1.74937 -1.56172 -0.022 1.762 -3.129 0.0034
C -0.04499 2.87786 2.37776 0.347 0.076 0.558 0.0000
C 1.95312 -2.21210 -3.43808 0.144 0.151 -0.257 0.0205
C 0.02246 3.27575 -3.22648 -1.172 1.159 0.812 0.0064
C -1.56898 0.00714 -0.09856 0.737 -1.448 -0.006 0.0022
C 2.62322 -1.40431 -0.47483 0.219 0.301 0.057 0.0104
C -2.71485 0.45688 -2.15516 0.142 1.267 -0.222 0.0066
C 0.67704 2.21332 -3.81568 0.598 -1.389 -1.800 0.0043
C -0.12087 -3.31110 -2.25861 0.849 -0.603 0.445 0.0673
C 1.78883 1.40112 1.98563 -0.139 0.150 0.528 0.0002
C 2.08439 3.29882 3.43542 -0.508 -0.618 -0.078 0.0000
C -1.63747 -4.32527 -0.39527 0.041 -0.505 0.065 0.0052
C -2.82565 2.07377 -0.17189 -0.290 -0.392 0.164 0.0026
C 0.05924 0.71874 -2.05317 -0.893 -3.076 -3.059 0.0254
C 0.20734 2.57899 4.74908 0.284 -0.209 -0.488 0.0000
C 0.44400 -2.79982 -0.05395 0.519 -0.569 -0.383 0.0136
C -0.87716 -3.75150 -3.46132 -0.192 -0.479 -0.292 0.0397
C -0.76868 3.04944 -2.10866 0.109 0.092 0.569 0.0030
C -1.94303 1.13096 -0.99962 -2.574 -0.114 2.509 0.0108
C 1.42216 -2.19052 -0.91148 0.294 -1.143 0.004 0.0348
C 1.10088 -2.53586 -2.26747 0.604 -1.077 0.049 0.0724
C 0.66600 0.92901 -3.30851 0.353 1.862 0.144 0.0178
C -2.24132 -1.26410 -0.13126 -0.252 -0.006 1.300 0.0005
C 0.51334 -2.87503 1.44255 -0.108 -0.024 0.249 0.0026
H -1.01599 -2.94387 -4.19440 0.156 -0.228 0.122 0.0085
H 0.18676 -0.39459 3.19829 -0.110 0.399 -0.186 0.0000
H 2.41781 3.91574 2.58511 -0.127 -0.154 0.332 0.0000
H 1.42397 -2.43501 -4.35707 -0.020 -0.100 -0.265 0.0003
H 0.88619 -3.86305 1.76157 -0.157 0.204 -0.301 -0.0005
H -1.17914 0.73714 3.48956 0.343 -0.006 -0.279 0.0000
H 0.45205 1.21669 -1.19704 2.251 0.756 3.254 0.0018
H -3.62482 1.39474 0.19064 0.153 0.942 0.093 0.0001
H -2.84249 1.08788 -3.02837 -0.095 0.300 -0.086 0.0000
H -1.74897 -4.25017 0.68700 -0.311 0.261 -0.125 0.0007
H 2.10674 0.36151 1.80991 -0.193 0.290 -0.059 0.0001
H -0.48882 -2.76720 1.89638 0.601 0.211 -0.011 -0.0003
H 1.24306 -2.15462 1.84903 -0.615 -0.082 -0.079 0.0004
H -1.87099 -4.10954 -3.17926 0.117 0.036 -0.041 0.0006
H 2.56147 3.63654 4.36930 -0.120 -0.023 -0.415 0.0000
H -2.22253 2.45131 0.67792 -0.482 -0.229 -0.406 0.0000
H -2.01316 -1.87610 0.75254 -0.531 0.253 -0.310 0.0037
H -0.89840 0.24175 0.71012 -0.130 0.248 0.395 0.0047
H -1.13346 2.94509 2.50548 0.219 0.085 -0.023 0.0000
H 2.47941 -0.32173 -0.62817 0.138 -0.354 0.028 0.0027
H -3.28568 -1.35360 -0.45999 0.526 -0.226 -0.053 0.0057
H -1.38549 -5.37242 -0.56102 0.037 -0.129 -0.139 0.0010
H 0.28033 3.52198 1.54714 -0.188 -0.332 -0.022 0.0000
H -2.22349 -0.43185 -2.55382 0.207 -0.543 -0.221 0.0171
H 3.51567 -1.70660 -1.04703 -0.327 0.077 0.229 0.0011
H 2.83088 -1.55739 0.59496 -0.021 0.013 -0.429 0.0004
H 2.53369 1.50441 5.24663 -0.090 -0.369 -0.250 0.0000
H 0.73654 2.95011 5.64073 -0.390 -0.083 -0.210 0.0000
H 2.33608 0.03194 4.19361 -0.047 0.360 0.163 0.0000
H 2.89659 -2.76347 -3.43838 -0.100 -0.089 0.041 0.0040
H 1.07672 2.33194 -4.81690 0.130 0.259 0.070 0.0000
H -3.66876 0.16115 -1.77816 -0.666 -0.248 0.023 0.0001
H -0.35450 -4.58635 -3.94229 -0.128 0.130 -0.110 0.0070
H 1.00047 0.08268 -3.88955 0.338 0.297 0.022 0.0052
H -0.05363 4.26216 -3.72483 0.379 -0.731 0.357 0.0002
H -0.88774 2.64357 4.86103 0.425 0.034 0.147 0.0000
H -2.57118 -4.13086 -0.92450 -0.047 0.050 0.287 0.0005
H 2.20144 -1.15412 -3.46227 0.309 -0.082 0.050 0.0031
H 2.09716 2.04592 1.14735 -0.107 -0.289 0.083 0.0000
H -1.44746 3.80180 -1.68315 0.430 -0.258 -0.432 0.0002
H -3.23135 2.92257 -0.72900 -0.169 -0.135 0.069 0.0002
```
Positions in Å, forces in eV/Å.

The LUMO energy (spin up / spin down) comes out at -3.739 / -3.837 eV. The expectation value of S² is 2.01. The value obtained for the HOMO-LUMO gap (spin up / spin down) is 6.85 / 6.60 eV. Its total charge is +1. As for the spin multiplicity: 3.


no.,E (eV),molecular weight (g mol⁻¹)
1,-8872.56022,93.126
2,-30761.21013,343.870
3,-190023.91040,568.053
4,-36438.29427,605.493